[1]
# C12H19HoNO

A structure of composition C12H19HoNO at a distorted geometry (ωB97M-V with the def2-TZVPD basis set, the Open Molecules 2025 dataset).

Calculated values
HOMO level (spin up / spin down)   -2.6 / -2.6 eV
LUMO level (spin up / spin down)   3.0 / 3.0 eV
⟨S²⟩   6.00
Multiplicity   5
Total charge   -1

CARTESIAN COORDINATES (ANGSTROEM)
Ho: 0.02 -0.14 0.21
O: 0.65 -1.81 1.17
N: 0.34 -0.38 -1.87
C: -0.88 2.29 0.29
C: -0.45 -3.31 2.65
C: -0.81 1.78 1.62
C: 1.11 1.28 -3.15
C: 0.59 -3.16 1.56
C: 1.27 0.59 -1.93
C: 2.06 0.82 -0.63
C: -2.42 0.54 0.47
C: -1.86 1.52 -0.43
C: -1.77 0.72 1.74
C: 0.19 -4.01 0.35
C: 1.97 -3.54 2.04
H: -2.16 1.67 -1.45
H: 2.04 1.81 -0.19
H: -0.22 -2.63 3.49
H: 2.27 -2.87 2.86
H: 2.03 -4.58 2.38
H: -0.15 2.17 2.42
H: 0.29 0.92 -3.76
H: -1.95 0.09 2.62
H: -1.46 -3.03 2.29
H: 2.70 -3.39 1.23
H: -0.29 -0.76 -2.62
H: -3.20 -0.16 0.22
H: -0.50 -4.34 3.04
H: 2.88 0.13 -0.38
H: 0.17 -5.11 0.55
H: -0.32 3.12 -0.14
H: 1.74 2.11 -3.33
H: -0.82 -3.72 -0.01
H: 0.91 -3.84 -0.48

[2]
# C11H21N3

The ion C11H21N3 with charge +2 at a distorted geometry (ωB97M-V with the def2-TZVPD basis set, the Open Molecules 2025 dataset).

Calculated values
HOMO level (spin up / spin down)   -13.9 / -13.9 eV
LUMO level (spin up / spin down)   -7.0 / -6.9 eV
Energy relative to the best compared isomer or geometry (same formula, charge and spin)   590.4 kJ/mol
Total charge   +2

CARTESIAN COORDINATES (ANGSTROEM)
N: 0.55 -0.05 0.64
N: -0.51 -1.33 -0.98
N: -2.65 -2.62 3.09
C: -0.58 -2.06 1.51
C: 0.56 0.70 -3.87
C: -0.70 0.24 -4.37
C: -0.32 -0.61 -2.02
C: 0.87 0.89 -0.22
C: 2.99 1.97 -0.01
C: -2.14 -1.77 1.94
C: 1.47 2.23 0.07
C: -0.20 -1.11 0.37
C: 0.07 -0.65 -3.34
C: 1.03 2.87 1.33
H: -2.25 -0.79 2.29
H: 1.55 2.46 2.19
H: -3.62 -2.10 3.32
H: -0.04 2.83 1.46
H: 3.21 2.02 -1.04
H: 0.20 -1.94 2.23
H: 3.24 2.94 0.38
H: -1.64 0.66 -4.10
H: 1.35 2.83 -0.76
H: -2.71 -3.60 2.87
H: 1.35 3.94 1.20
H: 0.83 0.14 1.61
H: -1.15 -2.14 -1.02
H: 1.36 0.72 -4.63
H: 3.24 1.11 0.56
H: -0.68 -0.18 -5.43
H: 0.52 1.33 -2.97
H: -2.79 -2.06 1.10
H: -0.61 -3.26 1.23
H: 0.71 -1.37 -3.65
H: -2.08 -2.42 3.93

[3]
# C46H66O12S2

A cluster of 5 separate species, C46H66O12S2 in total at a distorted geometry (ωB97M-V with the def2-TZVPD basis set, the Open Molecules 2025 dataset).

Calculated values
HOMO level   -9.1 eV
LUMO level   -1.1 eV
Structure (SMILES)   C#Cc1cc2c(c(CCCCCCOC(C)=O)c1O)C(=O)c1c(ccc(CCCS(=O)(=O)O)c1CCCS)C2=O.C1CCOC1.C1CCOC1.C1CCOC1.C1CCOC1

CARTESIAN COORDINATES (ANGSTROEM)
S: 2.39 0.34 -4.21
S: 1.96 7.07 -0.22
O: 1.84 -2.17 3.61
O: -2.97 9.43 4.30
O: 3.51 -6.57 4.56
O: 3.25 7.38 0.30
O: 0.88 7.79 0.35
O: 2.00 7.50 -1.79
O: -5.38 1.56 0.03
O: -3.50 2.74 0.31
O: -1.28 -0.03 0.28
O: -4.60 -4.73 -2.39
O: 5.69 -1.04 -5.03
O: -1.88 -5.21 -0.56
C: -5.83 -6.60 -1.61
C: -0.31 -2.16 0.73
C: -6.33 -5.36 -0.89
C: -0.12 -6.35 1.16
C: 0.58 -2.72 1.65
C: -2.20 -2.42 -1.02
C: 3.14 3.22 0.16
C: 2.23 0.96 -2.48
C: -4.86 0.43 -0.67
C: 0.59 1.93 -0.72
C: -1.59 -1.70 -2.26
C: 8.03 -0.75 -5.21
C: 1.48 -1.85 2.50
C: -1.18 -2.95 -0.03
C: -0.28 -0.64 0.60
C: 2.40 -5.16 6.10
C: -4.53 0.71 -2.14
C: -0.18 -4.91 1.05
C: 3.08 0.08 2.23
C: -1.09 -4.33 0.15
C: 7.34 0.32 -6.05
C: 2.23 -7.14 4.83
C: 1.45 1.26 0.36
C: -2.45 8.40 3.45
C: -2.34 -0.43 -2.72
C: 2.64 1.90 0.72
C: -0.10 -7.55 1.01
C: -3.89 -0.56 -2.79
C: 1.90 -0.53 1.89
C: -4.43 2.16 0.83
C: 1.60 5.30 -0.24
C: 6.91 -1.20 -4.29
C: 5.95 -0.27 -6.20
C: 1.04 0.05 0.94
C: 2.41 4.47 0.79
C: 3.47 1.28 1.67
C: 0.76 1.09 -2.03
C: -1.44 10.43 2.80
C: 1.75 -6.53 6.14
C: 3.73 -5.46 5.44
C: -5.19 -4.38 -1.13
C: -5.11 -6.01 -2.81
C: 0.63 -4.09 1.81
C: -1.89 9.09 2.22
C: -2.52 10.70 3.83
C: -4.53 2.15 2.34
H: -2.00 -0.23 -3.76
H: -3.25 7.69 3.20
H: 0.44 0.07 -1.76
H: -1.35 11.22 2.06
H: 0.66 -6.50 6.22
H: -1.67 7.87 4.00
H: -5.53 -3.34 -1.16
H: 3.01 3.32 -0.93
H: 1.81 -4.48 5.46
H: -2.95 -1.80 -0.51
H: 5.89 -0.94 -7.07
H: -6.55 -5.51 0.16
H: 1.67 4.92 -1.27
H: -2.09 0.47 -2.15
H: 0.53 5.21 0.02
H: 7.83 0.51 -7.00
H: 5.18 0.50 -6.31
H: -5.44 1.01 -2.68
H: -2.16 11.29 4.67
H: 2.32 -8.23 4.88
H: -7.24 -4.99 -1.37
H: -4.29 -1.45 -2.29
H: 2.13 -7.10 6.98
H: 1.32 -4.55 2.51
H: -2.76 -3.28 -1.42
H: -4.42 -4.48 -0.36
H: -5.21 2.94 2.72
H: 7.01 -2.24 -3.98
H: 3.22 5.11 1.18
H: -0.56 -1.41 -2.02
H: 4.48 -5.76 6.19
H: -2.68 9.25 1.48
H: 8.35 -1.58 -5.84
H: -0.46 2.00 -0.42
H: 1.57 -6.88 4.00
H: 1.60 6.81 -2.34
H: -1.53 -2.37 -3.12
H: 2.83 1.86 -2.33
H: -4.29 -6.63 -3.16
H: 0.95 2.93 -0.97
H: -3.38 11.22 3.38
H: -5.62 -0.36 -0.65
H: 6.85 -0.57 -3.39
H: -3.55 2.34 2.79
H: 4.13 -4.62 4.88
H: 4.41 1.74 1.95
H: -5.12 -7.14 -0.97
H: 3.73 -0.40 2.96
H: 1.80 4.19 1.66
H: -6.62 -7.30 -1.89
H: -4.28 -0.57 -3.82
H: 2.63 -0.98 -4.03
H: -4.89 1.20 2.75
H: -0.20 -8.61 1.07
H: -1.65 -5.02 -1.48
H: -3.86 1.58 -2.20
H: 8.90 -0.38 -4.66
H: -5.80 -5.84 -3.64
H: -1.08 8.53 1.74
H: 2.50 -4.69 7.08
H: 2.69 0.18 -1.86
H: 4.21 3.28 0.36
H: 7.30 1.26 -5.49
H: -0.47 10.31 3.29
H: -3.96 0.02 -0.18
H: 0.09 1.42 -2.84

[4]
# C28H30ClN8O7Tl

A structure of composition C28H30ClN8O7Tl (ωB97M-V with the def2-TZVPD basis set, the Open Molecules 2025 dataset).

Calculated values
HOMO level   -2.6 eV
LUMO level   3.0 eV
Energy relative to the best compared isomer or geometry (same formula, charge and spin)   73.5 kJ/mol
Total charge   -2

CARTESIAN COORDINATES (ANGSTROEM)
Tl: -0.23 0.71 1.54
Cl: -4.22 -8.36 4.30
O: -4.50 5.23 -3.87
O: -3.22 -3.49 0.42
O: -2.46 5.63 -4.41
O: -1.49 -3.35 2.87
O: 0.25 3.28 1.56
O: 3.74 0.80 3.96
O: 2.04 4.62 1.37
N: 2.42 -0.51 -2.22
N: 1.81 1.36 2.82
N: 3.88 0.92 -1.07
N: -3.31 4.95 -3.86
N: 2.21 -0.34 0.07
N: -0.05 2.10 -1.49
N: 0.81 -1.22 3.23
N: -1.82 0.05 -1.59
C: -4.39 0.37 -2.62
C: -3.58 -4.48 1.03
C: -0.70 4.66 -2.36
C: 1.44 3.62 1.82
C: -3.80 2.70 -3.23
C: -1.80 -5.15 4.35
C: 5.07 0.46 -1.76
C: 0.75 3.11 -1.28
C: 2.81 0.01 -1.00
C: -1.24 2.33 -2.09
C: 2.30 0.37 -3.37
C: 2.22 2.75 2.82
C: 2.22 -0.95 3.50
C: -2.90 3.71 -3.20
C: -1.60 3.59 -2.59
C: 2.64 0.53 3.44
C: -3.12 -5.02 2.29
C: -3.47 1.43 -2.67
C: -2.43 -6.31 4.69
C: -4.01 -0.81 -2.03
C: 0.46 4.42 -1.68
C: -3.74 -6.22 2.68
C: -2.70 -0.92 -1.53
C: -3.42 -6.86 3.85
C: 4.18 1.63 0.16
C: 1.37 -1.52 -2.16
C: -2.19 1.22 -2.13
C: -2.09 -4.41 3.13
H: -4.50 -6.64 2.03
H: 5.68 1.32 -2.04
H: 3.27 2.05 0.59
H: 4.65 1.00 0.92
H: -4.69 -1.64 -1.95
H: -2.18 -6.83 5.61
H: -1.04 -4.73 5.00
H: -4.36 -5.13 0.56
H: 1.13 5.22 -1.39
H: 1.26 0.69 -3.50
H: 2.82 -1.49 2.76
H: 4.85 2.46 -0.07
H: 0.23 -1.11 4.05
H: 0.42 -1.08 -1.86
H: -0.95 5.66 -2.69
H: 1.64 -2.29 -1.44
H: -5.38 0.51 -3.03
H: 2.66 0.02 0.91
H: 2.08 3.20 3.81
H: 0.62 -2.14 2.86
H: -4.77 2.86 -3.67
H: 4.81 -0.10 -2.65
H: 1.68 2.90 -0.77
H: 1.28 -1.97 -3.16
H: 5.68 -0.19 -1.11
H: 2.90 1.26 -3.23
H: 3.29 2.86 2.62
H: 2.62 -0.15 -4.28
H: 2.55 -1.31 4.48
H: -2.39 -1.84 -1.05